Below is a cluster of 11 separate species, C66H165N11 in total, with properties calculated with wB97M-V/def2-TZVPD.

energy above the lowest of the compared OMol25 structures with the same formula, charge and spin: 197.5 kcal per mole
HOMO-LUMO gap: 0.300 Eh
SMILES: CCN(CC)CC.CCN(CC)CC.CCN(CC)CC.CCN(CC)CC.CCN(CC)CC.CCN(CC)CC.CCN(CC)CC.CCN(CC)CC.CCN(CC)CC.CCN(CC)CC.CCN(CC)CC
HOMO level: -7.7 eV
lowest unoccupied orbital energy: 0.5 eV

Atoms and positions in Å:
C1 -10.67 0.19 10.75
C2 -9.12 0.25 10.51
N1 -8.30 0.36 11.73
C3 -8.35 -0.84 12.60
C4 -7.33 -1.96 12.21
C5 -6.99 1.02 11.64
C6 -7.11 2.45 11.08
H1 -11.02 -0.57 11.45
H2 -11.17 -0.03 9.81
H3 -10.97 1.14 11.19
H4 -8.78 -0.67 10.04
H5 -9.04 1.06 9.79
H6 -8.12 -0.48 13.60
H7 -9.30 -1.37 12.60
H8 -7.29 -2.68 13.02
H9 -7.61 -2.50 11.30
H10 -6.33 -1.52 12.08
H11 -6.24 0.50 11.04
H12 -6.47 0.93 12.60
H13 -7.59 2.48 10.10
H14 -6.13 2.91 10.94
H15 -7.68 3.14 11.70
C7 -10.32 10.60 6.56
C8 -10.68 9.80 7.84
N2 -10.47 8.32 7.75
C9 -10.63 7.66 9.07
C10 -9.38 7.70 9.96
C11 -11.33 7.69 6.75
C12 -10.71 6.36 6.27
H16 -10.15 11.64 6.81
H17 -11.24 10.52 5.96
H18 -9.61 10.11 5.89
H19 -9.97 10.05 8.62
H20 -11.67 10.14 8.16
H21 -11.61 7.90 9.50
H22 -10.76 6.59 8.91
H23 -8.47 7.45 9.41
H24 -9.24 8.71 10.33
H25 -9.41 7.02 10.82
H26 -11.51 8.40 5.94
H27 -12.31 7.52 7.18
H28 -9.88 6.07 6.92
H29 -10.35 6.39 5.24
H30 -11.37 5.50 6.28
C13 -1.70 -1.92 10.26
C14 -0.32 -2.39 10.02
N3 -0.12 -2.97 8.67
C15 -0.05 -2.02 7.57
C16 0.82 -0.82 7.80
C17 -1.00 -4.08 8.34
C18 -0.83 -5.35 9.27
H31 -1.74 -1.43 11.24
H32 -2.45 -2.71 10.33
H33 -2.20 -1.16 9.67
H34 0.32 -1.52 10.12
H35 0.11 -3.07 10.76
H36 0.18 -2.54 6.65
H37 -1.09 -1.68 7.48
H38 0.35 0.00 8.34
H39 1.67 -1.07 8.43
H40 1.22 -0.43 6.86
H41 -0.80 -4.47 7.34
H42 -2.03 -3.76 8.19
H43 0.08 -5.91 9.05
H44 -1.74 -5.93 9.11
H45 -0.67 -5.20 10.34
C19 0.20 -6.36 0.98
C20 1.19 -5.91 2.11
N4 1.51 -4.45 1.91
C21 0.45 -3.56 2.39
C22 -0.13 -3.75 3.80
C23 2.78 -4.04 2.64
C24 4.07 -4.78 2.14
H46 -0.54 -7.06 1.36
H47 0.73 -6.98 0.26
H48 -0.32 -5.51 0.53
H49 0.77 -6.15 3.08
H50 2.09 -6.53 2.11
H51 -0.43 -3.53 1.75
H52 0.75 -2.54 2.17
H53 0.63 -3.95 4.56
H54 -0.89 -4.52 3.80
H55 -0.79 -2.92 4.06
H56 2.91 -2.96 2.56
H57 2.63 -4.39 3.67
H58 4.23 -4.55 1.09
H59 4.89 -4.26 2.63
H60 4.16 -5.84 2.37
C25 -7.97 6.08 1.58
C26 -6.56 6.46 1.93
N5 -5.87 5.77 3.11
C27 -6.66 5.91 4.31
C28 -7.02 7.38 4.68
C29 -4.55 6.40 3.19
C30 -3.66 5.65 4.19
H61 -7.93 5.05 1.21
H62 -8.45 6.63 0.77
H63 -8.41 6.29 2.55
H64 -5.93 6.30 1.05
H65 -6.54 7.55 1.96
H66 -7.49 5.20 4.31
H67 -5.97 5.68 5.12
H68 -6.15 8.03 4.66
H69 -7.74 7.98 4.12
H70 -7.37 7.44 5.71
H71 -4.50 7.48 3.36
H72 -4.04 6.39 2.22
H73 -3.89 5.92 5.22
H74 -2.63 5.97 4.04
H75 -3.84 4.60 3.97
C31 -4.46 -4.70 3.49
C32 -3.80 -4.64 2.08
N6 -4.83 -4.48 1.04
C33 -5.22 -3.12 0.84
C34 -4.41 -2.65 -0.41
C35 -6.00 -5.36 1.16
C36 -5.53 -6.86 1.24
H76 -5.14 -5.54 3.63
H77 -5.12 -3.86 3.70
H78 -3.81 -4.85 4.35
H79 -2.96 -3.94 2.11
H80 -3.18 -5.48 1.78
H81 -6.28 -2.97 0.66
H82 -5.00 -2.50 1.72
H83 -3.48 -2.24 -0.02
H84 -4.30 -3.44 -1.15
H85 -4.91 -1.81 -0.89
H86 -6.62 -5.28 0.27
H87 -6.73 -5.13 1.93
H88 -5.11 -7.16 2.20
H89 -4.81 -7.02 0.43
H90 -6.38 -7.53 1.18
C37 -15.59 4.20 5.20
C38 -14.30 3.39 5.50
N7 -14.44 2.66 6.78
C39 -14.56 3.52 7.99
C40 -13.37 4.34 8.26
C41 -13.47 1.59 6.79
C42 -13.88 0.37 5.83
H91 -16.37 3.43 5.23
H92 -15.55 4.56 4.18
H93 -15.74 5.10 5.80
H94 -14.04 2.79 4.63
H95 -13.48 4.10 5.67
H96 -15.35 4.21 7.68
H97 -14.95 3.04 8.89
H98 -13.40 4.70 9.29
H99 -12.42 3.82 8.11
H100 -13.25 5.15 7.54
H101 -13.42 1.13 7.77
H102 -12.48 1.98 6.54
H103 -14.80 -0.11 6.16
H104 -13.29 -0.53 6.00
H105 -13.92 0.47 4.74
C43 -6.48 2.77 6.40
C44 -7.12 1.38 6.63
N8 -6.17 0.28 6.88
C45 -5.33 -0.10 5.77
C46 -4.01 -0.75 6.24
C47 -6.66 -0.75 7.83
C48 -7.43 -1.82 7.05
H106 -6.48 3.30 7.36
H107 -7.09 3.36 5.72
H108 -5.46 2.69 6.01
H109 -7.76 1.57 7.49
H110 -7.74 1.07 5.79
H111 -5.03 0.78 5.21
H112 -5.94 -0.55 4.98
H113 -3.39 -1.03 5.39
H114 -4.18 -1.72 6.70
H115 -3.47 -0.19 7.00
H116 -5.85 -1.27 8.34
H117 -7.22 -0.35 8.68
H118 -6.78 -2.26 6.30
H119 -7.66 -2.67 7.69
H120 -8.36 -1.44 6.64
C49 -7.58 1.16 2.12
C50 -9.00 0.51 2.42
N9 -9.70 1.26 3.43
C51 -10.91 0.59 3.75
C52 -10.50 -0.59 4.73
C53 -9.89 2.58 2.91
C54 -10.58 3.61 3.92
H121 -7.70 2.20 1.82
H122 -7.19 0.60 1.27
H123 -6.89 1.08 2.96
H124 -9.51 0.57 1.46
H125 -8.98 -0.57 2.57
H126 -11.59 1.19 4.35
H127 -11.38 0.19 2.84
H128 -9.93 -1.36 4.22
H129 -9.97 -0.27 5.63
H130 -11.47 -1.04 4.94
H131 -10.46 2.62 1.99
H132 -9.07 3.24 2.64
H133 -11.64 3.36 3.97
H134 -10.65 4.66 3.63
H135 -10.02 3.61 4.86
C55 0.21 0.25 1.05
C56 -0.25 1.46 1.95
N10 -0.99 2.55 1.39
C57 -1.15 3.76 2.21
C58 -1.08 5.02 1.45
C59 -2.24 2.25 0.67
C60 -3.36 1.87 1.48
H136 0.86 -0.42 1.62
H137 0.87 0.44 0.20
H138 -0.63 -0.34 0.68
H139 -0.86 1.09 2.78
H140 0.65 1.93 2.35
H141 -2.08 3.60 2.75
H142 -0.33 3.74 2.92
H143 -1.19 5.89 2.09
H144 -0.13 4.95 0.90
H145 -1.86 4.91 0.70
H146 -2.07 1.42 -0.02
H147 -2.35 3.00 -0.11
H148 -4.07 1.18 1.04
H149 -3.85 2.79 1.80
H150 -3.04 1.24 2.31
C61 -11.62 -3.00 8.55
C62 -10.50 -4.05 8.39
N11 -10.91 -5.42 8.83
C63 -9.92 -6.35 8.49
C64 -8.68 -6.26 9.41
C65 -11.41 -5.47 10.31
C66 -11.61 -6.93 10.74
H151 -11.91 -2.89 9.60
H152 -12.47 -3.23 7.91
H153 -11.40 -1.95 8.36
H154 -10.23 -4.09 7.34
H155 -9.55 -3.66 8.74
H156 -10.29 -7.37 8.60
H157 -9.66 -6.17 7.45
H158 -8.91 -6.40 10.46
H159 -7.87 -6.93 9.10
H160 -8.16 -5.31 9.25
H161 -12.34 -4.94 10.50
H162 -10.81 -4.87 10.98
H163 -12.09 -7.03 11.71
H164 -10.79 -7.65 10.75
H165 -12.25 -7.48 10.05